No. 1
{"formula": "C15H21N3O3S", "method": "ωB97M-V with the def2-TZVPD basis set", "relative_energy_kcal_mol": 63.5, "smiles": "COCCNC(=S)N/N=C(\\C)CCc1ccc2c(c1)OCO2", "gap_ev": 8.69, "homo_ev": -8.0, "largest_force_ev_per_a": 1.30, "energy_ha": -1372.3167, "spin_multiplicity": 1, "species": ["H", "C", "H", "C", "H", "C", "C", "O", "C", "C", "H", "C", "C", "N", "H", "O", "C", "H", "H", "H", "H", "C", "H", "H", "C", "H", "C", "C", "C", "S", "H", "H", "H", "H", "N", "C", "H", "H", "H", "H", "H", "O", "N"], "coordinates": [[-0.217917, -1.506888, -2.683934], [0.628126, -0.937670, -2.297558], [-3.030090, -0.349139, -0.841971], [-3.873912, -2.384195, 2.432585], [-3.189876, -1.834529, 3.091241], [4.780842, 1.715381, 2.211890], [-2.869203, 1.603451, -0.440747], [3.441926, 1.271163, 2.170852], [-4.669682, -0.417829, 1.426586], [-4.838210, 0.245126, 0.058484], [-4.020358, 0.203376, 2.061954], [4.593113, 0.387216, 0.443088], [3.674349, -1.067550, -1.169153], [-1.047660, 0.443862, -1.386153], [-4.814841, -2.554727, 2.970169], [5.492355, 1.165784, 1.124394], [1.259979, -1.735665, -1.137861], [0.684509, 2.336622, -2.568973], [-5.328123, 1.213519, 0.182167], [4.805896, 2.815256, 2.151268], [-5.441273, -0.400576, -0.583200], [1.080556, 1.576624, -1.892746], [-1.071738, 2.453523, -0.856107], [2.059560, 1.269789, -2.246167], [2.263172, -0.237846, 0.604170], [-3.430274, -3.340963, 2.164265], [3.352152, 0.449711, 1.077910], [2.435424, -1.011054, -0.547922], [0.144353, 0.402581, -1.830189], [-3.458306, 3.012929, 0.189280], [0.498646, -1.894425, -0.373856], [-5.648884, -0.511113, 1.919513], [1.198932, 2.028200, -0.906892], [5.738659, -0.420778, -1.173068], [-1.588257, 1.579304, -0.904559], [4.779270, -0.370475, -0.686560], [1.575751, -2.707241, -1.521633], [5.246994, 1.394964, 3.157734], [1.310232, -0.181761, 1.104269], [1.364271, -0.806972, -3.091302], [3.790366, -1.672892, -2.055724], [-4.091845, -1.690724, 1.232533], [-3.569002, 0.466625, -0.578078]], "forces_ev_per_a": [[0.0, 0.0, -0.1], [-0.1, -0.3, 0.2], [0.0, 0.1, -0.1], [0.0, 0.0, 0.1], [0.0, 0.0, 0.0], [0.5, 0.8, 0.9], [-0.2, -0.2, -0.2], [-0.4, -0.3, -0.2], [-0.1, 0.2, -0.2], [-0.2, -0.1, 0.5], [-0.1, 0.0, -0.1], [-0.5, 0.0, 0.2], [-0.2, 0.0, 0.0], [-0.2, -0.8, -0.2], [0.0, 0.0, 0.0], [0.1, -0.3, -0.4], [0.0, 0.1, -0.3], [0.0, 0.1, 0.0], [0.0, -0.2, -0.1], [0.0, -0.3, -0.1], [0.0, 0.1, 0.0], [-0.3, 0.1, 0.1], [-0.2, -0.2, 0.0], [0.1, 0.0, 0.0], [0.2, 0.2, 0.2], [0.0, 0.0, 0.1], [0.5, 0.0, -0.3], [0.1, -0.2, 0.0], [0.0, 0.2, -0.1], [-0.2, 0.6, 0.3], [0.0, -0.1, 0.0], [0.1, 0.0, 0.0], [0.0, 0.1, 0.0], [0.1, 0.0, -0.1], [0.6, 0.5, -0.1], [0.2, 0.3, 0.3], [0.0, 0.0, 0.1], [-0.1, 0.0, -0.2], [-0.2, 0.0, 0.1], [0.0, 0.0, -0.1], [0.0, -0.1, -0.1], [-0.1, 0.1, -0.3], [0.6, -0.2, -0.1]]}

***

No. 2
{"formula": "C15H21N5O2S", "method": "ωB97M-V with the def2-TZVPD basis set", "relative_energy_kcal_mol": 92.6, "smiles": "Cc1cc(C)c(S(=O)(=O)N2CCCCC2)c(C)c1-n1ncnn1", "gap_ev": 9.32, "homo_ev": -9.2, "largest_force_ev_per_a": 6.54, "energy_ha": -1406.4757, "spin_multiplicity": 1, "species": ["H", "C", "H", "C", "H", "C", "H", "C", "C", "O", "H", "C", "H", "C", "C", "H", "O", "C", "N", "N", "C", "H", "C", "H", "H", "H", "C", "H", "C", "H", "N", "N", "C", "H", "H", "C", "H", "H", "S", "H", "H", "H", "H", "N"], "coordinates": [[-2.838687, -2.357787, 0.839128], [0.156159, -3.571995, -1.384781], [3.448436, 0.209796, 0.771333], [-2.092487, -2.411882, 0.038612], [-0.428174, -2.873395, 1.161081], [-0.528582, 2.092971, -1.104634], [-0.402799, 0.973049, -3.321668], [-1.192304, -3.779275, -1.765954], [-0.663301, -2.097557, 0.457337], [2.119782, -1.955549, 0.618036], [0.423000, -0.522430, -3.067283], [1.658174, 1.266220, 0.462887], [-0.516680, 4.889684, 0.667778], [2.746402, 0.764858, 1.387987], [-0.303117, 0.132584, -2.523862], [-1.244420, -0.300867, -2.337735], [2.548534, -1.637560, -1.731337], [0.183361, 0.911434, -1.364320], [0.506954, 2.711951, 3.115375], [0.125846, -2.179970, -0.769764], [0.971905, 2.431968, 0.768812], [-1.794389, 3.849479, 1.042678], [1.206249, 0.455179, -0.589473], [-1.428886, 2.225951, -1.620022], [0.907897, -3.585405, -2.223463], [-3.228722, -3.903459, -1.072386], [-0.152000, 2.879736, -0.041293], [3.186792, 1.533520, 2.135789], [-1.052919, 4.069472, 0.259032], [0.102221, 3.883158, 4.839454], [1.622885, 4.376020, 2.182812], [1.143173, 3.130348, 1.981696], [-2.201876, -3.766308, -0.667312], [-2.495018, -1.582397, -0.644438], [-1.978653, -4.563067, 0.041430], [0.624901, 3.765486, 3.907103], [-1.199369, -4.735856, -2.266918], [2.091627, 0.165417, 1.977963], [1.621058, -1.294560, -0.632565], [-0.639393, -1.203568, 1.013481], [-1.570539, 4.391705, -0.644436], [-1.397105, -3.043666, -2.487740], [0.534162, -4.452710, -0.744458], [1.419903, 4.709278, 3.336038]], "forces_ev_per_a": [[0.5, -0.2, 0.4], [4.3, 0.7, 1.5], [0.3, -0.1, 0.8], [-1.9, 1.3, -0.8], [0.8, -0.5, 0.5], [2.2, -0.9, 1.4], [-0.4, -1.4, 1.0], [-1.9, -2.1, -1.6], [-1.5, -1.8, -0.8], [-0.7, 3.0, -1.2], [-0.6, 0.1, 1.2], [0.8, 0.8, 1.3], [0.7, 0.9, 0.1], [-0.4, 1.8, 0.4], [1.4, 2.0, -3.4], [-1.0, -0.7, 0.0], [-2.2, 1.5, 0.7], [-0.9, -0.6, -0.8], [-0.4, 0.8, -0.6], [1.6, 1.4, -0.4], [-1.8, 0.7, -2.1], [0.1, -0.3, -0.3], [0.0, 0.0, 1.1], [-1.0, 0.6, -0.9], [-1.0, 0.4, 0.6], [0.7, 0.0, 0.3], [0.0, -0.3, 0.7], [-0.6, -1.1, -1.8], [0.0, -0.7, 0.4], [0.4, -0.2, 0.2], [2.0, -1.6, -4.9], [-0.2, 0.4, 2.6], [-0.5, 0.9, 0.3], [0.8, -1.1, 0.5], [-0.1, -0.2, 0.1], [0.4, -1.4, -0.5], [-0.4, -0.5, -0.4], [0.4, -1.4, 1.0], [2.5, -6.0, 0.8], [0.5, 1.5, 0.1], [0.0, -0.1, 0.1], [-0.8, 1.0, -1.1], [-0.4, 1.7, 0.0], [-1.8, 1.8, 3.5]]}

***

No. 3
{"formula": "C15H21N5OS", "method": "ωB97M-V with the def2-TZVPD basis set", "relative_energy_kcal_mol": 79.1, "smiles": "COC[C@](C#N)(CC#N)N=C=S.CCCC#N.CCCC#N", "gap_ev": 9.74, "homo_ev": -10.0, "largest_force_ev_per_a": 5.98, "energy_ha": -1331.2754, "spin_multiplicity": 1, "species": ["C", "H", "C", "H", "C", "C", "H", "H", "O", "H", "C", "H", "H", "H", "H", "H", "C", "N", "H", "C", "C", "H", "C", "S", "N", "C", "H", "C", "H", "N", "N", "H", "H", "H", "H", "N", "H", "C", "C", "H", "C", "H", "C"], "coordinates": [[-1.253741, -0.735847, 0.924046], [2.812213, 5.529313, -4.242101], [1.861431, 1.055890, 1.533893], [-2.305383, -4.155795, 1.757690], [-0.659943, -4.680078, -0.447730], [-1.627716, 0.499269, 1.810648], [-0.580504, 1.839370, 3.133960], [0.173326, -3.948215, 1.393623], [0.779969, 0.566711, 2.325047], [0.286163, -5.692570, 1.212392], [2.481680, 3.664405, -3.199714], [-2.168494, -5.915274, 1.614368], [2.240850, 2.030248, 1.904612], [-0.141173, 2.139835, 1.377347], [0.271346, -4.544943, -0.999207], [-1.286714, -3.803918, -0.624855], [2.042992, 5.061010, -3.626831], [0.020477, -0.147384, -1.299753], [3.411182, 3.741749, -2.630541], [-1.342256, -5.888238, -0.954871], [-0.366907, -4.832925, 1.046672], [0.497248, 2.824514, -2.930568], [-0.399049, -0.363618, -0.285710], [-2.185263, 3.053547, -0.650502], [-1.865016, -6.817832, -1.344545], [-2.634168, 1.916877, 0.350980], [-1.376303, -5.080711, 2.942655], [-0.387948, 1.387480, 2.142436], [-0.613341, -1.361142, 1.574222], [-2.809813, 1.232409, 1.322110], [0.939134, 4.277931, -0.172257], [1.596451, 1.200115, 0.472002], [1.876332, 5.710397, -2.765386], [1.774855, 1.939111, -2.094783], [1.120218, 5.020835, -4.210329], [-2.394581, -0.457740, 4.153041], [2.699055, 3.070572, -4.089858], [1.423872, 2.936133, -2.364654], [-2.057212, -0.119025, 3.145483], [2.672851, 0.309710, 1.591634], [-1.629597, -5.005733, 1.884527], [-2.129612, -1.358296, 0.687437], [1.140083, 3.692119, -1.126558]], "forces_ev_per_a": [[1.6, 0.3, 0.1], [0.0, 0.0, 0.0], [0.8, 0.1, 0.0], [0.0, 0.0, 0.0], [0.0, -0.4, 0.2], [-0.3, -1.7, 1.4], [-0.1, 0.3, -0.7], [0.1, 0.0, -0.1], [-0.6, 0.4, -0.8], [0.1, 0.1, -0.1], [0.1, 0.3, -0.2], [0.0, 0.1, -0.1], [-0.2, -0.5, 0.0], [-0.7, -0.1, 0.2], [-0.1, 0.0, -0.1], [-0.1, -0.1, -0.1], [0.0, 0.0, 0.0], [2.0, 0.9, -3.5], [0.0, -0.1, 0.0], [0.9, 1.8, 0.4], [-0.1, 0.0, 0.3], [0.0, 0.0, 0.1], [-3.7, -1.5, 4.5], [-0.8, -0.9, 0.2], [-0.7, -1.3, -0.5], [0.9, 2.5, -1.0], [0.0, 0.1, 0.0], [0.6, -0.1, 0.8], [-0.2, 0.3, -0.4], [0.6, -1.2, 0.2], [-0.2, 0.7, 1.2], [-0.1, -0.2, 0.4], [0.0, 0.0, 0.0], [-0.2, 0.0, 0.1], [0.0, 0.0, 0.0], [-1.3, -1.6, 4.0], [0.0, -0.1, 0.1], [0.2, 0.3, 0.2], [1.4, 2.2, -5.0], [-0.4, 0.3, 0.0], [0.0, 0.0, 0.1], [0.3, 0.6, -0.4], [0.3, -1.1, -1.5]]}

***

No. 4
{"formula": "C15H21N7O3", "method": "ωB97M-V with the def2-TZVPD basis set", "relative_energy_kcal_mol": 3.2, "smiles": "CNC(=O)[C@@H](Cc1c[nH]cn1)NC(=O)[C@@H](Cc1cnc[nH]1)NC(C)=O", "gap_ev": 8.80, "homo_ev": -8.3, "largest_force_ev_per_a": 3.05, "energy_ha": -1193.2682, "spin_multiplicity": 1, "species": ["N", "C", "N", "N", "H", "H", "C", "N", "C", "H", "H", "H", "O", "H", "C", "C", "C", "H", "C", "H", "N", "C", "H", "H", "C", "O", "C", "H", "H", "C", "H", "C", "H", "H", "H", "H", "C", "N", "C", "H", "O", "H", "H", "H", "C", "N"], "coordinates": [[-3.818772, 0.838460, -1.982894], [-1.238659, -1.043619, -2.015748], [3.333502, 2.517369, 4.088291], [0.329189, -0.452917, 3.427382], [-0.127980, -1.044714, 5.441338], [1.851457, 1.785933, 0.158905], [2.108625, -2.333875, -3.408646], [0.166927, -0.158225, -0.214862], [0.551177, 0.297483, 1.095894], [-0.188653, -2.830331, -2.599386], [1.270405, -1.884771, 4.717109], [3.991723, 2.677823, 4.852574], [-2.059920, -0.157958, 0.087994], [-0.346751, -2.323529, 4.218982], [0.269872, -1.456757, 4.509081], [1.898494, 1.045510, 0.999650], [0.640823, -0.794874, 2.174967], [1.828019, -2.575418, -4.444975], [-5.107426, 0.989349, -2.359807], [0.875445, -0.264186, -0.914554], [1.438625, 2.748647, 2.945957], [-1.074745, -0.371415, -0.642701], [0.160482, 0.525606, 3.662099], [2.108245, -3.230891, -2.834124], [1.103423, -1.341820, -2.812069], [1.032365, -1.908887, 1.873380], [2.254015, 1.834386, 2.267659], [4.237775, 1.043151, 2.729617], [-0.155935, 1.010568, 1.494547], [2.142564, 3.133623, 4.042355], [-1.525840, -0.440773, -4.074583], [-1.673256, -0.030827, -3.063098], [-2.031712, -1.745935, -1.913310], [-3.749387, -0.281082, -5.051647], [1.821355, 3.790608, 4.828227], [-1.069232, 0.912871, -2.928994], [3.423543, 1.716545, 2.976000], [-0.087568, -1.836175, -2.484987], [-4.014015, 0.157177, -4.105273], [2.695755, 0.329935, 0.745619], [1.397902, -0.153952, -2.723196], [3.094035, -1.909934, -3.310150], [-3.444104, 0.945719, -1.038066], [-5.920851, 1.338975, -1.709042], [-3.124834, 0.345163, -3.078180], [-5.266101, 0.587964, -3.627336]], "forces_ev_per_a": [[0.4, 0.1, -0.1], [0.6, 0.2, -0.3], [0.5, 0.1, 0.3], [-0.6, 0.4, 1.5], [0.1, 0.2, -0.4], [-0.1, -0.7, 0.5], [-0.8, 0.5, 0.1], [0.3, -0.1, 0.1], [0.2, 1.0, 0.8], [-0.3, 0.0, 0.2], [-0.4, 0.4, -0.1], [-0.2, -0.4, -0.8], [0.7, 0.0, -1.1], [0.1, 0.5, -0.1], [0.6, -0.5, -0.4], [0.1, 1.2, -0.1], [0.6, -0.6, -1.2], [0.3, 0.2, 0.3], [-0.2, -0.9, -2.0], [0.5, 0.2, 0.0], [0.8, 0.1, 1.0], [-1.1, -0.7, 1.8], [0.0, -0.5, -0.3], [-0.1, -0.9, 0.4], [1.4, 0.3, -1.3], [-0.1, -0.4, 0.0], [0.3, 0.2, 1.0], [0.1, 0.4, 0.4], [-0.5, 0.3, -0.4], [-1.4, -1.0, -2.2], [0.4, 0.2, 0.4], [0.1, 1.8, -0.5], [-0.7, -0.6, 0.3], [-0.6, 0.2, -0.2], [-0.2, 0.2, -0.1], [-0.3, -1.0, -0.4], [0.2, -0.9, -0.6], [-0.7, -0.1, 0.5], [-0.7, 1.2, 2.7], [-0.1, 0.3, 0.3], [-0.1, 0.0, 0.3], [0.2, 0.3, -0.4], [0.0, -0.2, -0.5], [0.6, -0.2, -0.4], [0.3, -0.7, 0.6], [0.0, 0.1, 0.1]]}